ORCA calculation (wB97M-V/def2-TZVPD) on a cluster of 2 separate species, C4H10O2S in total at a distorted geometry.

Geometry (Å):
O1 -2.8718 -0.0191 0.7335
C1 -2.4132 -0.2241 -0.3604
C2 -0.9942 -0.6422 -0.5819
C3 -0.1945 -0.6822 0.7361
C4 1.3061 -0.8933 0.4911
S1 2.3182 -0.4282 1.9298
H1 -3.1075 -0.2353 -1.2173
H2 -1.0410 -1.6493 -1.0129
H3 -0.4001 -0.0265 -1.2585
H4 -0.5539 -1.4427 1.4277
H5 -0.3508 0.2717 1.2286
H6 1.4781 -1.9418 0.2432
H7 1.6361 -0.3005 -0.3574
H8 2.2009 -1.6020 2.5617
H9 0.0933 3.6561 -4.0169
H10 0.7896 2.2368 -4.1175
O2 -0.0405 2.7070 -4.0324

As for the SMILES: O=CCCCS.O. The gap between HOMO and LUMO is 9.696 eV. The value obtained for the energy above the lowest of the compared OMol25 structures with the same formula, charge and spin is 27.8 kcal/mol.

Here are the Löwdin charges for atoms 1 to 2, given in e: 0.054, -0.264



ORCA calculation (wB97M-V/def2-TZVPD) on a structure of composition C26H53CoN2PSi4Te at a distorted geometry.

Geometry (Å):
Co1 0.7816 -0.8499 0.6372
C1 -2.5387 -4.2925 -2.2094
N1 -1.8521 -3.6871 -1.0894
C2 -2.0237 -3.9777 0.2441
C3 -1.1837 -3.1443 0.9192
N2 -0.5074 -2.3501 0.0254
C4 -0.9239 -2.7065 -1.1661
H1 -3.3173 -4.9505 -1.8305
H2 -1.8506 -4.8774 -2.8201
H3 -3.0018 -3.5242 -2.8281
H4 -2.7280 -4.7193 0.5789
H5 -1.0327 -3.0296 1.9787
H6 -0.6135 -2.2398 -2.0894
C5 4.2665 -0.9011 -1.5450
C6 3.6475 -2.1732 -0.9721
P1 2.6719 -1.8760 0.5730
C7 2.4933 -3.6067 1.2270
C8 3.4683 -4.7036 0.8025
C9 3.9601 -1.1384 1.6643
C10 5.2879 -1.8654 1.8491
H7 4.7475 -1.1018 -2.5049
H8 5.0280 -0.5009 -0.8720
H9 3.5177 -0.1229 -1.6944
H10 4.4301 -2.9149 -0.7915
H11 2.9513 -2.6138 -1.6930
H12 1.4767 -3.9069 0.9615
H13 2.4927 -3.4934 2.3153
H14 3.4254 -4.8787 -0.2736
H15 3.2148 -5.6454 1.2963
H16 4.5013 -4.4657 1.0553
H17 3.4664 -0.9905 2.6264
H18 4.1205 -0.1327 1.2663
H19 5.1526 -2.8042 2.3885
H20 5.9792 -1.2528 2.4328
H21 5.7733 -2.0900 0.8966
C11 0.7512 -0.3835 2.2454
C12 1.0621 -0.4500 3.6491
C13 0.9649 -1.6625 4.3633
C14 1.2656 -1.7358 5.7126
C15 1.6744 -0.6026 6.4090
C16 1.7722 0.6065 5.7252
C17 1.4720 0.6850 4.3770
H22 0.6442 -2.5482 3.8260
H23 1.1834 -2.6856 6.2303
H24 1.9113 -0.6597 7.4641
H25 2.0886 1.4983 6.2550
H26 1.5516 1.6308 3.8539
C18 -3.6171 -0.5713 -2.0282
Si1 -3.2519 0.8175 -0.7979
C19 -4.7642 1.9548 -0.7509
C20 -3.0821 0.0495 0.9056
Si2 -1.3314 1.9627 -1.4760
Te1 0.6341 0.4733 -1.6981
Si3 -1.6381 2.8316 -3.6248
C21 -3.2329 3.8260 -3.8530
C22 -0.1984 3.9763 -4.0400
C23 -1.6560 1.4542 -4.9125
Si4 -0.8356 3.7167 -0.0092
C24 -1.0662 3.1542 1.7681
C25 -1.9296 5.2339 -0.3109
C26 0.9538 4.2505 -0.2368
H27 -4.4285 -1.2116 -1.6666
H28 -2.7228 -1.1840 -2.1613
H29 -3.9016 -0.1777 -3.0063
H30 -5.6650 1.3923 -0.4856
H31 -4.9397 2.4429 -1.7113
H32 -4.6282 2.7374 -0.0003
H33 -3.9376 -0.5989 1.1222
H34 -3.0277 0.8155 1.6818
H35 -2.1628 -0.5297 0.9875
H36 -3.3109 4.6334 -3.1217
H37 -4.1123 3.1880 -3.7392
H38 -3.2700 4.2692 -4.8529
H39 -0.2393 4.8905 -3.4424
H40 -0.2100 4.2604 -5.0963
H41 0.7488 3.4768 -3.8246
H42 -2.5483 0.8314 -4.8156
H43 -0.7834 0.8119 -4.7765
H44 -1.6352 1.8645 -5.9266
H45 -2.1227 3.0101 2.0091
H46 -0.6545 3.8834 2.4727
H47 -0.5606 2.1931 1.9094
H48 -2.9899 4.9862 -0.2173
H49 -1.7702 5.6425 -1.3122
H50 -1.7022 6.0221 0.4129
H51 1.6085 3.3844 -0.1195
H52 1.2306 5.0038 0.5068
H53 1.1280 4.6675 -1.2312

The gap between HOMO and LUMO (spin up / spin down) is 5.480 / 5.469 eV. Its net charge is -1. The value obtained for the energy above the lowest of the compared OMol25 structures with the same formula, charge and spin is 0.0 kcal/mol.

Here are the Löwdin charges for atoms 1 to 2, given in e: -0.209, -0.022



ORCA calculation (wB97M-V/def2-TZVPD) on a structure of composition C44H42N2OS4TcTe at a distorted geometry.

Geometry (Å):
Tc1 0.6225 0.7859 -0.0868
S1 1.0996 -0.3822 1.7614
C1 2.2818 0.4570 2.7984
C2 3.1707 -0.3138 3.6458
C3 3.9605 0.2968 4.5357
C4 4.0199 1.7415 4.5603
C5 3.3274 2.5061 3.7100
C6 2.3696 2.0107 2.6983
S2 1.6378 2.8557 0.2496
C7 0.1420 3.7667 0.7840
C8 -1.1596 3.0304 0.6111
C9 -2.3436 3.5521 1.0974
C10 -3.5297 2.8906 0.8311
C11 -3.5150 1.7369 0.0604
C12 -2.3037 1.2590 -0.3936
C13 -2.1715 0.0385 -1.2573
S3 -0.8319 -1.0362 -0.6033
C14 -0.1886 -1.7128 -2.1165
C15 -0.7967 -2.8207 -2.6903
C16 -0.2627 -3.3614 -3.8508
C17 0.8801 -2.8052 -4.4121
C18 1.4901 -1.7051 -3.8262
C19 0.9588 -1.1498 -2.6680
S4 1.7067 0.2986 -1.9472
N1 -1.1487 1.8865 -0.0912
H1 3.1591 -1.3917 3.5353
H2 4.6018 -0.2785 5.1891
H3 4.7037 2.2237 5.2464
H4 3.4949 3.5755 3.6782
H5 0.1036 4.6659 0.1643
H6 0.2939 4.0932 1.8135
H7 -2.3318 4.4614 1.6822
H8 -4.4647 3.2741 1.2168
H9 -4.4279 1.2117 -0.1809
H10 -1.8435 0.3424 -2.2530
H11 -3.1016 -0.5178 -1.3379
H12 -1.6744 -3.2589 -2.2319
H13 -0.7324 -4.2207 -4.3092
H14 1.3029 -3.2340 -5.3106
H15 2.3807 -1.2710 -4.2618
C20 -2.8891 -7.8066 6.8048
C21 -2.4232 -6.6828 5.9187
C22 -1.6738 -6.9280 4.7768
C23 -1.2356 -5.9010 3.9481
C24 -0.4284 -6.2574 2.7280
C25 -1.5517 -4.5789 4.2926
Te1 -0.8264 -2.9998 3.0722
N2 0.1396 0.9176 2.0635
C26 1.0642 1.4712 3.1224
O1 2.5617 2.8865 1.5795
C27 0.3932 1.7570 4.4148
C28 -0.5036 0.8242 4.9310
C29 -1.1656 1.0767 6.1217
C30 -0.9509 2.2699 6.7996
C31 -0.0722 3.2102 6.2803
C32 0.5992 2.9529 5.0945
C33 1.2473 -3.4464 3.2450
C34 2.0059 -3.7194 2.1006
C35 1.4366 -3.7590 0.7000
C36 3.3732 -3.9672 2.2437
C37 3.9973 -3.9591 3.4790
C38 5.4704 -4.2366 3.6132
C39 3.2218 -3.6810 4.6009
C40 1.8628 -3.4126 4.5121
C41 1.1143 -3.0906 5.7778
C42 -2.3170 -4.3020 5.4334
C43 -2.7112 -2.9169 5.8868
C44 -2.7391 -5.3674 6.2227
H16 -2.5835 -8.7741 6.4101
H17 -3.9759 -7.8042 6.8964
H18 -2.4758 -7.7041 7.8092
H19 -1.4260 -7.9509 4.5160
H20 -0.4802 -7.3282 2.5381
H21 0.6215 -5.9862 2.8576
H22 -0.7960 -5.7296 1.8469
H23 -0.6818 -0.1007 4.3942
H24 -1.8532 0.3421 6.5212
H25 -1.4686 2.4680 7.7287
H26 0.0929 4.1448 6.7997
H27 1.2869 3.6891 4.6980
H28 0.3548 -3.8844 0.7035
H29 1.8815 -4.5758 0.1308
H30 1.6695 -2.8345 0.1593
H31 3.9578 -4.1855 1.3561
H32 5.9197 -4.4590 2.6469
H33 5.6461 -5.0859 4.2745
H34 5.9921 -3.3784 4.0401
H35 3.6927 -3.6640 5.5783
H36 1.8060 -2.9900 6.6129
H37 0.3969 -3.8744 6.0212
H38 0.5574 -2.1558 5.6755
H39 -2.4318 -2.1459 5.1731
H40 -2.2321 -2.6832 6.8406
H41 -3.7895 -2.8650 6.0429
H42 -3.3328 -5.1560 7.1066

The gap between HOMO and LUMO is 5.940 eV. Its net charge is +1.

Here are the Löwdin charges for atoms 1 to 2, given in e: 0.462, 0.849



ORCA calculation (wB97M-V/def2-TZVPD) on a structure of composition C16H18BeN2O5 at a distorted geometry.

Geometry (Å):
Be1 0.4179 1.4281 -3.5036
C1 -0.1907 2.3947 -1.6305
O1 0.0241 2.6074 -0.4588
C2 0.3495 3.1330 -2.8373
O2 0.3770 4.2816 -3.0819
C3 -1.0434 1.4698 -2.5615
O3 -2.1015 0.9335 -2.4387
C4 2.0118 1.5868 -3.0557
O4 3.1450 1.7752 -3.1023
C5 0.3695 0.4390 -4.8223
H1 1.2711 -0.1432 -5.0055
H2 -0.5069 -0.2060 -4.9651
C6 0.2990 1.8110 -5.1425
H3 -0.6545 2.2771 -5.4075
H4 1.1889 2.3598 -5.4928
C7 -2.7206 -0.5140 4.5418
C8 -1.5517 -1.3981 4.1455
N1 -0.9022 -0.9765 2.8746
C9 -0.1894 0.2954 2.9940
C10 1.3261 0.1819 3.0871
C11 -0.5772 -1.9773 2.0026
O5 -0.8724 -3.1495 2.2340
C12 0.0692 -1.6499 0.6716
C13 0.9027 -2.6435 0.1293
C14 1.5062 -2.4416 -1.0940
C15 1.3061 -1.1910 -1.7273
N2 0.5124 -0.2558 -1.2330
C16 -0.1759 -0.4948 -0.0941
H5 -2.3645 0.4905 4.7879
H6 -3.1664 -0.8768 5.4875
H7 -3.4622 -0.4487 3.7207
H8 -0.8349 -1.4845 4.9772
H9 -1.9214 -2.3975 3.9028
H10 -0.4719 0.9922 2.1939
H11 -0.5554 0.7031 3.9364
H12 1.7706 -0.2344 2.1649
H13 1.7186 1.2026 3.1559
H14 1.6557 -0.3999 3.9669
H15 0.9896 -3.5951 0.6602
H16 2.1511 -3.1537 -1.5674
H17 1.7858 -0.9885 -2.6824
H18 -0.8850 0.2575 0.2696

The gap between HOMO and LUMO (spin up / spin down) is 2.521 / 2.382 eV. Its net charge is +2. The value obtained for the energy above the lowest of the compared OMol25 structures with the same formula, charge and spin is 105.6 kcal/mol.

Here are the Löwdin charges for atoms 1 to 2, given in e: -0.122, -0.226



Q: Number 2 is which compound?
A: C26H53CoN2PSi4Te